Version i
# C2H3NO3

The molecule C2H3NO3 (ωB97M-V/def2-TZVPD, the OMol25 dataset).

Element x y z (Å)
O  2.27  -0.66  -0.03
C  1.67  0.39  0.00
N  0.33  0.38  -0.09
O  -0.26  -0.82  0.07
C  -1.60  -0.66  -0.05
O  -2.24  0.40  -0.02
H  2.11  1.35  -0.08
H  -0.12  1.27  0.30
H  -2.16  -1.64  -0.11

Computed properties:
- HOMO (eV) = -10.3
- orbital gap (eV) = 11.0548
- LUMO (eV) = 0.73
- SMILES string = O=CNOC=O

=====

Version ii
# C2H3NO3

The molecule C2H3NO3 (ωB97M-V/def2-TZVPD, the OMol25 dataset).

Element x y z (Å)
N  -1.03  0.87  0.07
C  -0.74  -0.40  -0.13
O  -1.49  -1.32  -0.23
C  0.98  -0.62  -0.17
O  1.66  0.33  -0.84
O  1.54  0.39  0.58
H  -0.44  1.38  0.64
H  -2.04  1.00  0.32
H  1.56  -1.62  -0.23

Computed properties:
- HOMO (eV) = -10.2
- orbital gap (eV) = 11.0040
- LUMO (eV) = 0.79
- SMILES string = NC(=O)C1OO1

=====

Version iii
# C2H3NO3

A cluster of 2 separate species, C2H3NO3 in total (ωB97M-V/def2-TZVPD, the OMol25 dataset).

Element x y z (Å)
O  1.14  -0.76  2.94
C  1.40  -0.22  1.94
O  1.77  0.42  1.06
C  -0.80  0.25  -1.44
N  -1.22  -0.16  -0.02
O  -0.33  -0.59  0.67
H  -1.56  0.91  -1.88
H  0.21  0.74  -1.27
H  -0.61  -0.59  -2.01

Computed properties:
- HOMO (eV) = -9.4
- orbital gap (eV) = 9.0399
- LUMO (eV) = -0.40
- SMILES string = O=C=O.CN=O

=====

Version iv
# C2H3NO3

The molecule C2H3NO3 (ωB97M-V/def2-TZVPD, the OMol25 dataset).

Element x y z (Å)
N  -1.03  0.84  -0.36
C  -0.74  -0.46  -0.10
O  -1.55  -1.31  0.26
C  0.64  -0.59  -0.15
O  0.98  -1.71  -0.33
O  1.46  0.48  0.14
H  -2.01  1.09  -0.16
H  -0.28  1.42  0.09
H  2.52  0.23  0.61

Computed properties:
- HOMO (eV) = -10.5
- orbital gap (eV) = 10.3386
- LUMO (eV) = -0.14
- SMILES string = NC(=O)C(=O)O

=====

Least stable: version ii

=====

Version i
# C2H3NO3

The molecule C2H3NO3 (ωB97M-V/def2-TZVPD, the OMol25 dataset).

Element x y z (Å)
O  2.46  0.04  -0.84
C  1.26  0.13  -0.89
N  0.38  -0.31  0.04
C  -1.19  -0.39  0.74
O  -1.78  -1.35  1.04
O  -1.59  0.87  0.71
H  0.81  0.77  -1.68
H  0.55  -1.05  0.70
H  -0.90  1.30  0.18

Computed properties:
- HOMO (eV) = -10.4
- orbital gap (eV) = 10.8123
- LUMO (eV) = 0.37
- SMILES string = O=CNC(=O)O

=====

Version ii
# C2H3NO3

The molecule C2H3NO3 (ωB97M-V/def2-TZVPD, the OMol25 dataset).

Element x y z (Å)
N  -0.94  0.14  0.00
C  -0.16  -0.91  0.01
O  -0.35  -2.04  -0.03
C  1.55  -0.25  -0.18
O  1.55  0.78  -1.06
O  1.84  0.97  0.30
H  -0.56  1.09  -0.14
H  -1.93  0.02  0.03
H  2.33  -1.07  -0.03

Computed properties:
- HOMO (eV) = -9.7
- orbital gap (eV) = 10.5251
- LUMO (eV) = 0.85
- SMILES string = NC(=O)C1OO1

=====

Least stable: version ii

=====

Version i
# C4H9O

The ion C4H9O with charge -1 (ωB97M-V/def2-TZVPD, the OMol25 dataset).

Element x y z (Å)
C  -1.24  1.00  -0.44
C  -0.75  0.27  0.83
C  0.57  -0.47  0.69
C  1.31  -0.63  -0.64
O  1.58  -1.94  -0.93
H  -2.33  0.72  -0.64
H  -0.87  0.41  -1.32
H  -1.00  1.99  -0.67
H  -0.60  0.98  1.71
H  -1.46  -0.59  0.90
H  1.22  0.11  1.42
H  0.54  -1.50  1.01
H  2.32  -0.11  -0.39
H  0.72  -0.24  -1.51

Computed properties:
- HOMO (eV) = -1.8
- total charge = -1
- orbital gap (eV) = 6.1207
- LUMO (eV) = 4.27
- SMILES string = CCCC[O-]

=====

Version ii
# C4H9O

The ion C4H9O with charge -1 (ωB97M-V/def2-TZVPD, the OMol25 dataset).

Element x y z (Å)
C  -1.95  0.05  0.92
C  -1.00  -0.50  -0.17
C  0.43  -0.77  0.31
C  1.40  -0.03  -0.68
O  1.34  1.30  -0.48
H  -2.34  -0.65  1.65
H  -1.38  0.84  1.44
H  -2.71  0.65  0.41
H  -1.00  0.21  -0.98
H  -1.40  -1.46  -0.54
H  0.68  -1.84  0.38
H  0.66  -0.31  1.28
H  2.41  -0.50  -0.63
H  1.06  -0.42  -1.67

Computed properties:
- HOMO (eV) = -2.1
- total charge = -1
- orbital gap (eV) = 6.5151
- LUMO (eV) = 4.41
- SMILES string = CCCC[O-]

=====

Least stable: version i

=====

Version i
# C3H7NOSi

A cluster of 2 separate species, C3H7NOSi in total (ωB97M-V/def2-TZVPD, the OMol25 dataset).

Element x y z (Å)
C  0.29  -0.99  0.21
C  0.46  0.22  -0.22
C  -1.03  -1.57  0.70
N  2.27  0.31  -1.07
O  2.92  -0.65  -0.87
Si  -0.31  1.99  -0.39
H  1.02  -1.67  0.21
H  -1.84  -0.82  0.79
H  -1.44  -2.41  -0.05
H  -0.86  -2.01  1.72
H  0.43  2.70  0.65
H  -1.95  2.08  -0.11
H  0.06  2.82  -1.56

Computed properties:
- HOMO (alpha / beta) (eV) = -8.3 / -8.3
- orbital gap (alpha / beta) (eV) = 8.1174 / 8.1168
- LUMO (alpha / beta) (eV) = -0.18 / -0.18

=====

Version ii
# C3H7NOSi

The molecule C3H7NOSi (ωB97M-V/def2-TZVPD, the OMol25 dataset).

Element x y z (Å)
C  -0.25  1.43  0.63
C  1.01  0.75  0.45
C  1.30  -0.33  -0.23
Si  0.17  -1.46  -1.16
N  2.53  -0.99  -0.16
O  3.57  -0.31  -0.15
H  -1.04  1.37  -0.15
H  -0.65  0.92  1.47
H  -0.10  2.39  1.02
H  1.78  1.22  1.15
H  0.78  -1.62  -2.40
H  -0.94  -0.56  -1.19
H  0.07  -2.78  -0.33

Computed properties:
- HOMO (eV) = -9.0
- orbital gap (eV) = 8.6061
- LUMO (eV) = -0.37
- SMILES string = C/C=C(\[SiH3])N=O

=====

Least stable: version i